A molecular structure, C42H36ClN6O6PS4Zr in a non-equilibrium geometry, computed with ωB97M-V/def2-TZVPD.

Highest occupied orbital energy in eV: -12.79
Net charge: +2
HOMO-LUMO gap in Eh: 0.2508
M in g mol⁻¹: 1006.7
Spin multiplicity: 1
Energy above the lowest of the compared OMol25 structures with the same formula, charge and spin in kJ/mol: 52.7

Cartesian coordinates (Å):
C -0.385 -2.768 5.292
H -3.493 -2.194 -1.895
C -1.543 -4.409 -3.559
O 6.210 -2.103 0.962
C 0.145 3.146 2.924
H 2.347 4.691 -1.353
S 4.386 2.444 0.418
H 1.519 -4.471 3.059
C 5.251 1.365 2.745
C -0.982 4.379 -1.886
S -2.511 2.550 3.446
C 0.205 -3.846 4.642
C -2.641 -3.900 -2.876
H 0.467 -1.687 -3.496
H 0.329 -2.910 -0.707
H 5.868 0.622 3.248
O 1.381 -0.200 -1.295
H -1.036 0.471 -4.285
S -2.790 -3.366 1.166
H 4.724 -1.897 -1.652
N 1.889 1.623 0.816
C -0.407 -2.304 -3.311
H -1.565 -5.423 -3.938
O 3.217 -1.118 -2.195
H -1.057 -2.942 6.122
H 5.209 2.275 3.341
H -0.009 -4.858 4.960
C -3.144 0.484 -1.953
C -0.102 -1.470 4.886
H -6.759 1.858 -1.985
H 1.994 6.720 -2.703
H -0.289 7.245 -3.542
H -0.844 -4.218 -0.797
Cl 4.339 -3.317 3.078
C -5.198 0.931 -3.130
C 0.775 -1.249 3.835
C -0.119 6.355 -2.948
H 6.002 0.710 0.821
C -5.749 1.470 -1.971
C 0.582 2.874 -0.599
H 6.580 2.308 1.328
C -5.003 1.518 -0.805
H -1.903 2.921 -1.044
C 0.299 4.061 -1.416
C -1.177 5.524 -2.655
H -2.178 5.737 -3.003
N -0.945 1.003 2.214
H -4.155 -1.799 2.467
C 1.165 6.064 -2.478
O 5.553 -2.062 -1.155
P -1.433 -0.097 -1.979
C 1.343 -2.333 3.193
H -1.012 1.901 -3.236
N 1.772 -1.423 0.988
H -5.425 1.951 0.092
C 2.778 -1.459 0.108
H -3.519 -4.515 -2.725
H 1.060 2.618 3.189
H -0.068 3.891 3.687
C 5.326 -2.108 0.151
H -5.781 0.898 -4.041
O -0.454 2.077 -0.238
Zr 0.201 0.256 0.276
H 0.423 -4.000 -4.323
H -3.123 1.088 0.110
C -0.339 -3.532 -0.118
C 1.360 4.934 -1.723
C -0.427 -3.610 -3.777
H 0.252 -4.115 0.592
S 3.569 0.692 2.633
N -1.172 -1.443 0.992
H 1.034 -0.241 3.537
H -4.181 0.796 3.065
C -2.255 -0.991 1.742
N 2.212 -2.107 2.062
C -2.624 -2.592 -2.408
C -3.151 1.071 2.901
C 5.727 1.631 1.333
N 1.775 2.626 -0.196
H 0.310 3.664 1.978
C 3.483 -2.508 1.878
C -3.904 0.441 -3.124
C -0.685 0.866 -3.332
C -1.507 -1.788 -2.621
C 3.901 -2.097 0.619
C 3.133 1.582 1.219
C -3.234 -1.900 1.914
H -0.545 -0.628 5.402
C -3.704 1.022 -0.800
H 0.401 0.822 -3.302
C 1.071 -3.634 3.579
O -2.099 3.646 -1.654
H -3.489 0.019 -4.033
C -0.989 2.185 2.805
C 2.512 -0.893 -1.248
C -2.177 0.366 2.285
C -1.329 -2.705 0.628